The following is a quantum chemistry calculation of a single C4H3NO molecule, from the OMol25 dataset.

```
9
C4H3NO (the ωB97M-V functional and the def2-TZVPD basis)
C 2.22 0.05 -0.35
C 1.04 -0.16 -0.30
C -0.43 -0.41 -0.26
O -1.54 0.60 -0.70
C -1.02 -0.32 1.04
N -1.48 -0.17 2.08
H 3.27 0.29 -0.40
H -0.63 -1.36 -0.79
H -1.43 1.49 -0.31
```

Its net charge is 0. As for the HOMO-LUMO gap: 11.2152 eV. As for the LUMO energy: 0.40 eV.

Charge distribution, natural (NBO) scheme, values in e: -0.1375, -0.0733, -0.0585, -0.6844, 0.2634, -0.3098, 0.2489, 0.2619, 0.4891


The following is a quantum chemistry calculation of 2 unconnected molecules or ions with the total composition CH6N5S, from the OMol25 dataset.

```
13
CH6N5S (the ωB97M-V functional and the def2-TZVPD basis)
C 0.54 -2.31 0.02
N 0.34 0.04 -0.40
N 1.27 -2.11 -0.98
N -0.35 2.23 -0.40
N -0.86 0.92 1.38
N -0.22 0.97 0.06
S -0.14 -2.76 1.32
H 1.18 -1.14 -1.56
H 2.15 -2.46 -1.34
H -0.22 2.19 -1.43
H -1.01 2.90 -0.11
H -1.06 0.02 1.77
H -1.63 1.50 1.65
```

Its net charge is +1. As for the HOMO-LUMO gap (spin up / spin down): 8.1149 / 8.1140 eV. As for the LUMO energy (spin up / spin down): -5.29 / -5.29 eV.

Charge distribution, natural (NBO) scheme, values in e: 0.2662, -0.3926, -0.7991, -0.6282, -0.7098, 0.2913, 0.4042, 0.5038, 0.4767, 0.4018, 0.4124, 0.3839, 0.3895


The following is a quantum chemistry calculation of a molecular structure, C27H38BBr2F2ILi2MgN6O17S3, from the OMol25 dataset.

```
100
C27H38BBr2F2ILi2MgN6O17S3 (the ωB97M-V functional and the def2-TZVPD basis)
C -3.81 0.04 -1.80
C -2.48 0.27 -2.03
C -1.48 -0.24 -1.07
N -0.09 0.25 -1.25
I -0.26 2.59 -1.33
C 0.72 -0.06 -0.06
C 2.16 -0.28 -0.47
N 3.01 -0.49 0.67
C 2.93 0.41 1.56
C 2.75 1.95 1.36
C 2.96 -0.02 3.00
O 2.17 -1.48 -1.23
C 1.47 -1.34 -2.44
C 2.50 -1.14 -3.60
C 3.60 -2.18 -3.59
O 3.55 -3.19 -4.26
Br 5.14 -1.83 -2.46
B 0.70 -2.74 -2.75
N -0.02 -2.93 -3.94
O 0.78 -3.76 -1.83
C 0.53 -0.13 -2.50
H -4.34 -0.58 -2.53
H -4.32 0.46 -0.91
H -2.19 0.83 -2.91
H -1.80 0.13 -0.08
H -1.47 -1.33 -1.01
H 0.57 0.75 0.65
H 0.38 -0.97 0.43
H 2.58 0.56 -1.04
H 3.22 2.52 0.46
H 3.09 2.43 2.28
H 1.64 2.06 1.36
H 3.96 0.03 3.43
H 2.58 -1.03 3.02
H 2.24 0.58 3.55
H 1.97 -1.18 -4.56
H 2.91 -0.12 -3.51
H 0.01 -2.16 -4.58
H -0.96 -3.23 -3.75
H 0.46 -3.53 -0.96
H 1.14 0.74 -2.83
H -0.20 -0.33 -3.30
C -4.88 -1.41 -6.91
C -4.52 0.07 -6.70
C -4.12 0.24 -5.23
S -3.47 -1.37 -4.72
O -4.33 -1.91 -3.69
O -2.03 -1.26 -4.48
C -3.77 -2.21 -6.25
H -4.97 -1.66 -7.96
H -5.83 -1.64 -6.43
H -3.68 0.34 -7.34
H -5.35 0.73 -6.95
H -3.34 0.99 -5.10
H -4.97 0.47 -4.60
H -4.05 -3.24 -6.06
H -2.85 -2.17 -6.84
C 4.71 -0.71 7.90
C 5.98 -0.12 8.25
C 6.18 1.30 7.76
O 7.15 1.96 8.02
C 5.13 1.86 6.91
C 3.87 1.25 6.55
C 3.63 -0.12 7.14
O 2.59 -0.73 6.98
O 3.04 1.77 5.84
O 6.84 -0.67 8.90
H 4.50 -1.72 8.23
H 5.35 2.86 6.52
Li -4.25 -1.21 -0.09
N -7.81 0.20 0.69
C -8.87 0.22 1.50
C -10.15 -0.11 1.09
C -10.35 -0.47 -0.23
C -9.26 -0.49 -1.09
C -8.02 -0.15 -0.58
H -8.67 0.51 2.53
H -10.97 -0.08 1.79
H -11.33 -0.73 -0.59
H -9.37 -0.77 -2.13
H -7.14 -0.16 -1.21
Li 0.78 1.18 -4.32
Br 4.76 1.79 -0.22
Mg -3.87 1.21 1.68
N -5.46 -5.00 -7.42
O -4.50 -4.53 -8.08
O -5.69 -6.21 -7.42
O -6.18 -4.21 -6.75
O 7.90 -3.34 8.62
H 7.73 -2.39 8.59
H 7.51 -3.68 7.82
N 7.92 6.82 6.35
S 6.39 6.47 6.19
O 5.98 5.21 6.75
O 5.76 6.87 4.98
F 5.80 7.51 7.24
S 8.87 5.92 5.47
O 10.23 6.05 5.87
O 8.60 5.88 4.08
F 8.51 4.44 5.96
```

Its net charge is 0. As for the HOMO-LUMO gap: 1.6286 eV. As for the LUMO energy: -5.97 eV.

Mulliken atomic charge list, values in e, 99 entries: -1.8658, 0.3014, -0.1829, 0.0155, 0.1005, -0.6955, 0.6242, -0.3619, 0.6771, -1.1100, -1.3935, -0.7754, 1.5518, -0.9081, -0.0952, -0.4738, -0.0900, 0.8703, -0.3401, -0.5869, -2.2711, 0.4260, 0.7129, 0.4707, 0.0482, 0.4062, 0.4326, 0.1559, -0.0770, 0.2296, 0.5849, 0.3887, 0.2812, 0.3558, 0.4333, 0.3525, 0.7682, 0.1731, 0.1823, 0.2989, 0.2900, 0.8311, -0.5481, -0.8017, -0.3933, 0.9032, -0.8253, -0.7405, -0.6904, 0.4141, 0.2664, 0.2991, 0.3896, 0.2703, 0.3495, 0.3678, 0.3734, -0.3110, 0.2373, 0.3974, -0.4401, -0.1342, 0.4633, 0.4479, -0.5863, -0.5544, -0.6045, 0.5056, 0.5862, 0.7984, -0.3218, -0.2535, -0.4233, -0.2434, -0.6129, 0.1196, 0.3495, 0.3739, 0.3868, 0.3776, 0.2646, 0.8850, -0.2364, 0.0905, 0.9680, -0.6280, -0.6581, -0.6187, -0.6353, 0.3817, 0.2899, -0.3996, 1.0554, -0.5085, -0.6103, -0.2710, 1.0996, -0.6225, -0.5614


The following is a quantum chemistry calculation of a molecular structure, C17H16N6O3S, from the OMol25 dataset.

```
43
C17H16N6O3S (the ωB97M-V functional and the def2-TZVPD basis)
C -0.28 -3.91 -1.40
C -0.14 -3.09 -0.24
N 0.99 -2.34 -0.03
C 0.97 -1.69 1.05
C -0.09 -1.69 1.85
C -1.34 -2.28 1.80
C -1.48 -3.12 0.78
H -2.32 -3.51 0.27
H -2.17 -2.09 2.33
H 0.05 -0.92 2.85
N 2.08 -0.78 1.16
C 2.36 0.17 1.84
O 1.89 0.21 2.83
C 3.61 1.00 1.40
H 4.33 0.34 0.68
H 3.97 1.51 2.26
S 2.78 1.91 0.27
C 2.32 0.88 -0.96
N 3.32 0.26 -1.73
N 2.47 -0.52 -2.39
N 1.23 -0.29 -2.54
N 0.99 0.76 -1.37
C -0.15 1.20 -1.02
C -1.24 0.21 -0.95
C -2.42 0.66 -0.85
C -2.53 1.78 -0.04
C -1.57 2.50 -0.05
C -0.31 2.52 -0.61
H 0.36 3.06 -0.47
H -1.74 3.62 0.44
O -3.79 2.21 0.51
C -4.68 0.98 0.69
C -4.67 0.13 -0.38
H -5.38 -0.90 -0.25
O -3.45 -0.51 -0.67
H -5.02 0.86 -1.23
H -5.60 1.43 0.87
H -4.27 0.46 1.95
H -1.04 -0.77 -1.54
H 2.63 -1.10 0.47
H 0.49 -3.62 -2.03
H -1.45 -3.82 -1.70
H -0.18 -4.99 -1.21
```

Its net charge is 0. As for the HOMO-LUMO gap: 8.0269 eV. As for the LUMO energy: -0.48 eV.

Charge distribution, natural (NBO) scheme, values in e: -0.6809, 0.2956, -0.4857, 0.3205, -0.2744, -0.1834, -0.2195, 0.2121, 0.2177, 0.2486, -0.5952, 0.6716, -0.5746, -0.6809, 0.2517, 0.2782, 0.3623, 0.1570, -0.2963, -0.0344, -0.0347, -0.2957, 0.1409, -0.2174, 0.2426, 0.1870, -0.2109, -0.1251, 0.1787, 0.2173, -0.4960, -0.0644, -0.1456, 0.2250, -0.5087, 0.1885, 0.2130, 0.1454, 0.2638, 0.3964, 0.2459, 0.2227, 0.2417


The following is a quantum chemistry calculation of a single C17H29NO2 molecule, from the OMol25 dataset.

```
49
C17H29NO2 (the ωB97M-V functional and the def2-TZVPD basis)
C -4.16 -2.65 -0.29
C -3.31 -1.43 -0.06
C -2.28 -1.42 0.78
C -1.41 -0.23 1.06
C -1.10 -0.17 2.56
C -2.07 1.06 0.55
C -1.11 2.25 0.63
O -0.01 2.10 -0.27
C 1.21 1.88 0.24
O 1.45 1.81 1.42
C 2.23 1.72 -0.87
N 3.04 0.53 -0.78
C 4.01 0.54 0.31
C 5.00 -0.61 0.12
C 4.25 -1.94 0.10
C 3.18 -1.89 -0.98
C 2.26 -0.69 -0.75
C -2.58 0.83 -0.88
C -3.09 2.10 -1.56
C -3.70 -0.21 -0.84
H -3.85 -3.47 0.36
H -5.20 -2.42 -0.10
H -4.07 -2.98 -1.33
H -2.02 -2.33 1.31
H -0.47 -0.37 0.53
H -0.32 0.55 2.77
H -0.75 -1.14 2.91
H -2.00 0.09 3.12
H -2.92 1.30 1.19
H -1.61 3.17 0.35
H -0.72 2.36 1.65
H 2.90 2.59 -0.85
H 1.70 1.71 -1.83
H 4.55 1.50 0.27
H 3.53 0.46 1.29
H 5.52 -0.47 -0.83
H 5.73 -0.59 0.92
H 4.94 -2.76 -0.08
H 3.78 -2.10 1.07
H 3.65 -1.79 -1.96
H 2.59 -2.81 -0.98
H 1.51 -0.64 -1.54
H 1.74 -0.82 0.21
H -1.76 0.43 -1.48
H -3.58 1.85 -2.50
H -3.81 2.61 -0.92
H -2.27 2.78 -1.78
H -3.98 -0.50 -1.86
H -4.59 0.23 -0.38
```

Its net charge is 0. As for the HOMO-LUMO gap: 9.3853 eV. As for the LUMO energy: 0.87 eV.

Charge distribution, natural (NBO) scheme, values in e: -0.6291, 0.0309, -0.2008, -0.2445, -0.6086, -0.2273, -0.0847, -0.5175, 0.7882, -0.6136, -0.3077, -0.4336, -0.2234, -0.4025, -0.3968, -0.4005, -0.2267, -0.2107, -0.6071, -0.4249, 0.2137, 0.2110, 0.2106, 0.1966, 0.2061, 0.2266, 0.2078, 0.2005, 0.2085, 0.1931, 0.2164, 0.2244, 0.2164, 0.1981, 0.1861, 0.1998, 0.2073, 0.2079, 0.1946, 0.2027, 0.2069, 0.2010, 0.1644, 0.2039, 0.2111, 0.1996, 0.2118, 0.2087, 0.2053


The following is a quantum chemistry calculation of a single C2H2NO3 molecule, from the OMol25 dataset.

```
8
C2H2NO3 (the ωB97M-V functional and the def2-TZVPD basis)
O 1.44 0.83 -1.16
C 0.92 0.89 -0.06
N -0.18 0.27 0.32
C -0.90 -1.04 -0.35
O -0.08 -1.93 -0.26
O -2.11 -0.95 -0.40
H 1.56 1.38 0.74
H -0.64 0.56 1.17
```

The spin multiplicity is 2. Its net charge is 0. As for the HOMO-LUMO gap (spin up / spin down): 11.6798 / 6.4484 eV. As for the expectation value of S²: 0.77. As for the LUMO energy (spin up / spin down): 0.41 / -4.57 eV.

Charge distribution, natural (NBO) scheme, values in e: -0.4603, 0.4697, -0.5298, 0.8894, -0.3588, -0.5547, 0.1293, 0.4152


The following is a quantum chemistry calculation of a single C3H3NS molecule, from the OMol25 dataset.

```
8
C3H3NS (the ωB97M-V functional and the def2-TZVPD basis)
C 0.37 1.74 0.03
C 0.05 0.22 -0.21
S 1.32 -0.80 0.03
C -1.30 -0.28 -0.02
N -2.43 -0.51 0.04
H -0.58 2.34 0.05
H 1.09 2.21 -0.71
H 0.68 1.73 1.10
```

Its net charge is 0. As for the HOMO-LUMO gap: 7.8748 eV. As for the LUMO energy: -1.73 eV.

Charge distribution, natural (NBO) scheme, values in e: -0.6595, -0.1908, 0.1549, 0.2052, -0.2435, 0.2264, 0.2564, 0.2509


The following is a quantum chemistry calculation of 2 unconnected molecules or ions with the total composition C24H27N3O5, from the OMol25 dataset.

```
59
C24H27N3O5 (the ωB97M-V functional and the def2-TZVPD basis)
C -0.35 -3.45 -3.15
C 0.24 -2.13 -3.01
C -0.43 -0.86 -3.23
N 1.59 -2.11 -2.77
O 2.19 -1.01 -2.58
O 2.18 -3.23 -2.71
H -1.44 -3.36 -3.28
H 0.03 -3.95 -4.05
H -0.16 -4.08 -2.27
H -1.47 -1.05 -3.53
H -0.47 -0.24 -2.32
H 0.05 -0.26 -4.01
C -3.29 0.63 2.08
O -2.15 1.43 1.71
C -2.28 2.50 0.89
C -3.47 3.01 0.36
C -3.40 4.12 -0.49
C -2.19 4.73 -0.82
C -1.00 4.21 -0.28
O 0.26 4.66 -0.48
C 0.52 5.87 -1.23
C -1.07 3.09 0.53
N 0.15 2.58 1.06
C 0.60 1.30 1.03
C 0.08 0.32 0.10
C 0.70 -1.01 0.09
C 0.03 -2.13 0.45
C 0.69 -3.39 0.78
C -0.02 -4.38 1.52
C 0.57 -5.60 1.80
C 1.88 -5.87 1.37
C 2.60 -4.89 0.67
C 2.01 -3.67 0.37
O -0.86 0.66 -0.66
N 1.73 1.25 1.77
C 2.54 0.09 2.07
C 1.98 2.52 2.29
C 1.01 3.34 1.85
H -2.88 -0.11 2.78
H -4.08 1.22 2.57
H -3.69 0.11 1.20
H -4.42 2.52 0.59
H -4.32 4.52 -0.91
H -2.13 5.60 -1.49
H 1.60 6.01 -1.14
H 0.23 5.75 -2.28
H -0.01 6.73 -0.79
H 1.71 -1.03 -0.31
H -1.06 -2.09 0.58
H -1.03 -4.14 1.86
H 0.01 -6.36 2.36
H 2.33 -6.85 1.56
H 3.62 -5.08 0.34
H 2.56 -2.93 -0.22
H 3.31 0.39 2.79
H 1.93 -0.71 2.51
H 3.05 -0.29 1.17
H 2.83 2.71 2.92
H 0.83 4.38 1.99
```

Its net charge is 0. As for the HOMO-LUMO gap: 3.3160 eV. As for the LUMO energy: -1.44 eV.

Charge distribution, natural (NBO) scheme, values in e: -0.6225, -0.0334, -0.6320, 0.4122, -0.6504, -0.6309, 0.1842, 0.2088, 0.2086, 0.1896, 0.2215, 0.2051, -0.2550, -0.5101, 0.3560, -0.3157, -0.1454, -0.3238, 0.3260, -0.5081, -0.2537, 0.0671, -0.2629, 0.3506, 0.4879, -0.3381, -0.1271, -0.0202, -0.2171, -0.2256, -0.2019, -0.1942, -0.1834, -0.4869, -0.2662, -0.4159, -0.0446, -0.0100, 0.2074, 0.1873, 0.1987, 0.2303, 0.2257, 0.2312, 0.2091, 0.1961, 0.1846, 0.2697, 0.2082, 0.2035, 0.2130, 0.2136, 0.2211, 0.2436, 0.2196, 0.2467, 0.2516, 0.2432, 0.2535